(1)
17
Properties=species:S:1:pos:R:3 method="wB97M-V/def2-TZVPD" relative_energy_ev=2.115
C 1.60917 -0.27706 -1.44110
C 0.10397 -0.10169 -1.24252
O -0.56832 -1.35139 -1.26928
C -0.15883 0.67157 0.05293
C -1.42540 0.39599 0.88782
C -0.43332 0.13602 2.02828
O 0.68011 0.19615 1.12769
H 1.80748 -0.85611 -2.34729
H 2.11554 0.69236 -1.52085
H 2.03262 -0.80768 -0.58315
H -0.31579 0.46591 -2.08351
H -0.48743 -1.73832 -0.38932
H 0.01189 1.74255 -0.12913
H -2.11998 1.22703 1.02078
H -1.97868 -0.49008 0.56581
H -0.48459 -0.83407 2.53661
H -0.38843 0.92881 2.78624

***

(2)
34
Properties=species:S:1:pos:R:3 method="wB97M-V/def2-TZVPD" total_charge=-2 relative_energy_ev=6.161
Cd -0.51561 0.18610 -0.26051
C 1.86158 3.04752 -1.00249
C 0.37323 3.39758 -0.81083
O -0.47223 2.24301 -0.79772
H 2.40928 3.95195 -0.73765
H 2.19316 2.69800 -1.98024
H 2.25636 2.31746 -0.29589
H 0.01697 4.01835 -1.63293
H 0.16539 4.00715 0.06856
N -1.37207 -1.08938 -1.34740
S -1.89810 -1.23452 -2.75769
O -3.34321 -1.58063 -2.87184
O -0.94219 -1.60671 -3.80430
F -2.01664 0.35312 -3.01703
S -1.45034 -2.85155 -1.16011
O -0.60573 -3.76004 -1.92475
O -2.66207 -3.42374 -0.52001
F -0.67087 -2.85403 0.25527
N -0.99345 0.08227 1.63620
S -2.31718 -0.40700 2.57192
O -3.26580 0.70687 2.91932
O -2.18597 -1.66403 3.32452
F -3.11944 -1.07032 1.38409
S -0.29630 0.67651 2.82097
O 0.21376 -0.20190 3.82319
O -0.79419 1.97496 3.25791
F 1.03173 1.16874 2.07978
P 2.66355 -1.31548 0.09759
F 1.80012 -1.98524 1.31723
F 3.84344 -2.46778 0.39527
F 1.82331 -2.24825 -0.85712
F 3.42794 -0.58831 -1.17276
F 1.53294 -0.22171 -0.19879
F 3.30861 -0.25897 1.19825

***

(3)
111
Properties=species:S:1:pos:R:3 method="wB97M-V/def2-TZVPD" relative_energy_ev=2.106
C 1.28481 -11.04919 7.46441
C 0.59200 -10.22836 8.55957
C 1.66738 -9.56565 9.46250
C -0.18792 -9.08162 7.84955
C -1.23220 -8.40462 8.69857
C -2.14613 -9.42749 9.42264
C -1.37536 -10.54144 10.20858
C -0.88587 -9.96026 11.49554
C -2.43389 -11.64302 10.41749
N -0.35147 -11.12121 9.31803
O 0.30915 -12.27056 9.78330
H 0.65176 -11.58699 6.75863
H 1.88197 -10.39222 6.83203
H 1.95962 -11.79565 7.88337
H 1.26214 -8.96079 10.27370
H 2.31666 -10.27609 9.97417
H 2.35382 -8.94389 8.88777
H 0.52762 -8.34102 7.49234
H -0.62413 -9.54311 6.96364
H -0.66460 -7.82010 9.42263
H -1.83060 -7.75144 8.06345
H -2.79026 -9.81159 8.63166
H -2.77530 -8.86787 10.11479
H -0.87645 -8.87072 11.46532
H 0.05913 -10.38952 11.82844
H -1.52434 -10.28188 12.31835
H -3.22646 -11.30504 11.08510
H -2.08985 -12.56654 10.88315
H -2.92988 -12.02228 9.52404
H 0.60510 -12.05252 10.67013
C -5.36378 -6.58707 14.11177
C -3.82863 -6.55343 14.41782
C -3.06491 -6.94621 13.11794
C -3.51000 -5.07728 14.76108
C -2.14766 -4.89979 15.41198
C -1.96670 -5.84111 16.63906
C -2.34333 -7.32697 16.30489
C -1.06023 -7.87967 15.55439
C -2.47287 -7.94552 17.74069
N -3.52500 -7.42658 15.57316
O -3.97135 -8.72956 15.38693
H -5.74205 -5.91891 13.33809
H -5.59110 -7.59856 13.77515
H -5.96079 -6.47265 15.01653
H -1.98883 -6.82701 13.24425
H -3.47394 -7.88620 12.74751
H -3.28069 -6.23770 12.31822
H -3.48140 -4.40386 13.90446
H -4.34360 -4.64058 15.31108
H -1.24226 -4.91860 14.80534
H -2.11467 -3.89260 15.82741
H -2.56864 -5.51607 17.48765
H -0.95778 -5.76807 17.04508
H -0.68884 -7.16300 14.82190
H -1.33249 -8.81045 15.05677
H -0.32817 -8.06017 16.34155
H -3.24560 -7.46965 18.34446
H -1.53190 -7.88227 18.28720
H -2.69473 -9.00689 17.62950
H -4.71671 -8.81752 15.98550
C -4.57038 -5.69421 8.24959
C -5.17969 -4.95462 9.44361
O -5.17942 -5.82219 10.52426
H -5.15626 -6.57760 7.99568
H -3.60906 -6.12062 8.53618
H -4.38688 -5.07743 7.36981
H -6.21554 -4.66560 9.26589
H -4.66445 -3.99516 9.48914
H -5.65290 -6.64048 10.35748
C -6.38737 -9.03953 11.06909
O -6.93657 -8.21683 10.05896
H -6.49955 -10.04992 10.67588
H -5.30823 -8.89514 11.12110
H -6.85147 -8.88777 12.04361
H -7.79097 -8.55323 9.77889
C -8.90112 -7.29640 13.47372
O -8.66844 -7.67904 14.84083
H -8.95198 -8.18225 12.84065
H -9.82384 -6.72168 13.39380
H -8.05215 -6.64786 13.25751
H -9.47740 -8.04568 15.20519
C -5.71994 -13.85734 10.96354
O -5.44636 -14.53888 9.73570
H -5.48006 -12.79406 10.96255
H -6.78718 -13.86748 11.18487
H -5.20129 -14.33474 11.79492
H -4.49265 -14.64812 9.72564
C -10.39470 -9.03496 9.99581
O -9.59920 -8.98635 8.86624
H -10.75853 -8.03652 10.23836
H -11.31412 -9.57451 9.76852
H -9.79624 -9.40323 10.82907
H -9.47380 -9.87656 8.52951
C -9.07180 -5.39044 10.55638
O -10.41765 -5.33735 10.86936
H -8.35491 -6.03296 11.06760
H -8.97476 -5.64741 9.50156
H -8.72076 -4.36448 10.66712
H -10.90860 -5.03492 10.10182
C -5.68393 -10.99404 13.91971
O -6.61355 -11.78678 13.27379
H -5.36206 -11.35652 14.89598
H -4.75546 -10.92999 13.35231
H -6.16831 -10.01984 13.98611
H -7.34038 -11.95985 13.87658
C -9.51382 -12.17956 11.30392
O -10.28723 -11.76487 12.46424
H -9.27693 -13.24141 11.23725
H -10.14386 -11.96106 10.44171
H -8.56440 -11.66000 11.17448
H -9.77147 -12.01084 13.23566

***

(4)
25
Properties=species:S:1:pos:R:3 method="wB97M-V/def2-TZVPD" relative_energy_ev=1.966
H 0.60800 -2.79659 -0.28264
N 0.91538 -1.93415 0.04166
C 0.01168 -1.07271 0.15159
C -1.54284 -1.21119 -0.21773
C -1.93695 -0.05273 -1.18380
C -1.64594 1.30622 -0.48471
C -0.16404 1.44368 -0.19730
C 0.39252 0.29159 0.65255
N -0.31235 0.33106 1.94060
O 1.77201 0.40480 0.91572
S 2.79357 0.10949 -0.26193
O 3.77585 1.10789 -0.14388
O 2.09439 0.00369 -1.52341
O 3.48389 -1.16504 0.29072
H -2.17938 -1.20716 0.64958
H -1.76754 -2.14439 -0.70654
H -2.96655 -0.22169 -1.44177
H -1.43290 -0.09473 -2.08078
H -1.88309 2.05360 -1.32813
H -2.41106 1.48394 0.26239
H 0.40449 1.60449 -1.09817
H -0.03530 2.29505 0.35088
H -0.13899 -0.26704 2.77705
H -0.46785 1.31800 2.31152
H 2.63299 -1.58610 0.60650

***

(5)
48
Properties=species:S:1:pos:R:3 method="wB97M-V/def2-TZVPD" relative_energy_ev=0.927
C -3.74111 15.80248 8.52691
C -4.56702 16.16230 9.78550
C -4.36964 17.65080 10.18666
O -5.94777 16.05043 9.45536
H -4.07770 16.49248 7.69961
H -3.86207 14.81048 8.19314
H -2.67862 15.92635 8.67641
H -4.37034 15.49008 10.58113
H -3.55538 17.65148 10.99834
H -5.18034 18.09665 10.74914
H -4.01504 18.26535 9.40733
H -6.06156 15.19310 9.01079
C -6.67106 9.69118 5.36044
C -5.14185 9.67596 5.74735
C -4.30051 8.99422 4.66433
O -4.68338 11.02014 6.02148
H -6.97756 10.51042 4.67868
H -7.14078 9.87402 6.29320
H -7.04396 8.74255 4.92156
H -4.97256 9.05066 6.70608
H -3.27491 8.96641 4.94781
H -4.22414 9.50780 3.72944
H -4.55640 7.96474 4.52520
H -4.53196 11.03110 7.00629
C -2.61168 11.11121 12.94791
C -2.91902 12.23204 11.97273
C -2.14150 13.46013 12.33117
O -2.64340 11.91889 10.60971
H -1.50005 11.05666 13.03956
H -3.01185 10.11794 12.57989
H -3.02277 11.28522 13.94480
H -3.96719 12.37812 11.94177
H -2.41081 13.91647 13.26373
H -2.40036 14.30297 11.64026
H -1.05105 13.22690 12.33700
H -1.69412 12.03245 10.40375
O -4.65067 11.00593 8.87571
H -5.25077 11.70330 9.20436
H -3.83902 11.20454 9.42524
O -4.96792 13.28035 4.16757
H -4.82975 13.47762 5.11179
H -4.70649 12.36471 4.05491
O -6.90994 14.63398 6.41667
H -7.07073 14.11677 5.64130
H -6.74001 15.49265 6.04399
O -6.46042 13.27405 9.11644
H -7.33053 13.33626 9.58807
H -6.74097 13.28462 8.16597

***

(6)
93
Properties=species:S:1:pos:R:3 method="wB97M-V/def2-TZVPD" total_charge=+1 relative_energy_ev=1.633
C 1.96187 -3.09777 3.66130
C 2.11787 -2.19377 2.50230
C 0.89887 -1.27577 2.21430
C 1.25087 -0.32277 1.06330
N 0.08387 0.27223 0.34130
C -0.63213 1.15023 1.29130
C -1.78313 0.34023 1.93730
C -2.19113 -0.62677 0.92430
C -0.97513 -0.78477 -0.06370
C 0.32087 1.08823 -0.88370
C 1.33387 0.35923 -1.97370
C 1.52187 1.23823 -3.23470
H 1.15787 -3.93277 3.45330
H 2.16187 -2.72477 4.81530
H 2.85787 -3.80077 3.90730
H 2.14587 -2.81977 1.53930
H 3.08687 -1.58577 2.40030
H 0.68887 -0.76677 3.20930
H 0.08687 -1.89877 2.17230
H 1.92487 -0.78577 0.50530
H 1.88287 0.68123 1.42830
H -0.95313 1.99723 0.91230
H 0.07787 1.41923 1.83330
H -2.72913 1.07923 2.29630
H -1.41213 -0.19277 2.78530
H -3.04113 -0.48377 0.39430
H -2.42013 -1.50677 1.28330
H -1.37713 -0.71977 -1.03570
H -0.57013 -1.72777 -0.27970
H 0.71087 2.24823 -0.56570
H -0.59213 1.36023 -1.31370
H 0.83787 -0.47077 -2.17170
H 2.22887 0.22523 -1.51570
H 0.63187 1.44523 -3.79170
H 2.13287 0.65223 -3.78570
H 1.91387 2.13523 -2.93370
O -3.93413 -0.73777 -2.41470
H -4.22113 -0.01677 -1.96170
H -4.56113 -0.88077 -3.05970
O -0.53413 -4.28177 -0.77770
H -1.31213 -4.36277 -1.54270
H -0.55413 -5.01877 -0.39570
O 2.18287 -3.75977 -1.07470
H 2.73287 -4.51877 -1.46470
H 1.31487 -3.87577 -0.81570
O -4.93613 -2.78477 0.02930
H -4.03613 -2.44877 -0.04170
H -5.23113 -2.88177 -0.90270
O 5.76787 -3.95477 3.34930
H 5.37287 -4.32577 4.17330
H 5.25787 -4.10177 2.50430
O -1.36213 0.31823 -5.75670
H -2.00513 0.83123 -6.30070
H -1.63213 0.76823 -4.92770
O -2.80213 -3.65077 -1.96370
H -3.10913 -4.32777 -2.61970
H -2.52813 -2.73077 -2.15170
O 3.14887 2.16823 2.79830
H 3.99987 2.50523 3.34830
H 3.28587 1.39123 2.26030
O -5.28013 2.17323 2.13730
H -6.16013 2.39423 1.94430
H -5.42413 1.99023 3.06230
O -2.20113 1.03923 -3.21570
H -2.17013 1.95723 -2.91370
H -2.92613 0.66723 -2.77970
O 1.56687 1.06723 4.92630
H 1.87787 1.47123 4.14530
H 2.29287 0.81023 5.46630
O 2.27087 5.06523 -2.13470
H 1.41787 4.85223 -2.41070
H 2.63687 4.50823 -1.42570
O -3.48913 3.85623 3.39530
H -3.13713 4.60323 3.06130
H -3.99413 3.51923 2.75030
O -0.46713 4.45423 -2.60570
H -0.42613 4.11323 -3.48770
H -1.34313 4.23823 -2.39770
O 4.56787 0.17923 1.41430
H 5.12387 -0.19677 0.71030
H 4.97287 -0.33377 2.11230
O 3.11587 3.28423 0.17530
H 3.63887 2.49223 0.22030
H 2.85087 3.34423 1.12930
O -0.98213 3.74423 -5.23070
H -0.62513 2.86823 -5.53670
H -1.32113 4.01023 -6.14670
O 4.34187 -4.29677 0.81130
H 4.98087 -4.41877 0.08230
H 3.58287 -3.95277 0.56730
O -4.58813 1.74623 -0.49270
H -5.31613 1.89023 -1.15070
H -5.03413 1.56423 0.20430

***

(7)
73
Properties=species:S:1:pos:R:3 method="wB97M-V/def2-TZVPD" multiplicity=5 total_charge=+1 relative_energy_ev=0.000 s_squared=6.037
Pt -0.92016 -0.78106 0.55543
S 1.01736 -1.29030 -0.79445
Sb 0.90140 0.27502 -2.48821
C 2.43145 -0.21425 -3.82994
C 2.30919 0.15487 -5.16636
C 3.32965 -0.15144 -6.05430
C 4.46074 -0.82098 -5.60674
C 4.57680 -1.19158 -4.27381
C 3.56012 -0.89083 -3.37898
C -0.91289 0.33361 -3.52073
C -1.19624 1.42548 -4.33650
C -2.38460 1.44878 -5.05222
C -3.27290 0.38696 -4.95504
C -2.98096 -0.70344 -4.14635
C -1.79784 -0.73460 -3.42232
C 1.26084 2.24340 -1.84586
C 2.57536 2.68059 -1.71271
C 2.82952 3.95426 -1.22472
C 1.77336 4.78821 -0.87925
C 0.46156 4.35357 -1.02276
C 0.20114 3.07807 -1.50209
H 1.42227 0.66664 -5.52284
H 3.23883 0.12807 -7.09535
H 5.25395 -1.06068 -6.30238
H 5.45625 -1.72039 -3.93157
H 3.64266 -1.19606 -2.34208
H -0.50589 2.25785 -4.41551
H -2.61395 2.29527 -5.68575
H -4.19789 0.40742 -5.51600
H -3.67040 -1.53380 -4.08251
H -1.57147 -1.58371 -2.78522
H 3.40291 2.03636 -1.98994
H 3.85061 4.29708 -1.12120
H 1.97331 5.78361 -0.50469
H -0.35940 5.00774 -0.75942
H -0.82352 2.73632 -1.59292
Cl -3.84943 -4.50253 -4.09431
C -3.31772 -3.92198 -2.55383
C -2.07532 -4.31872 -2.06552
C -1.65486 -3.86162 -0.83642
C -2.46190 -3.00531 -0.05644
C -2.04620 -2.57023 1.25880
C -3.70777 -2.61280 -0.59151
C -4.13346 -3.06736 -1.82318
H -1.45906 -4.98829 -2.64982
H -0.69041 -4.17262 -0.45181
H -1.29342 -3.18393 1.74574
H -2.83915 -2.23535 1.91738
H -4.35198 -1.96648 -0.00702
H -5.09943 -2.77986 -2.21549
Se -2.54388 0.80152 -0.06929
C 0.77409 -1.77739 4.07231
C 1.42873 -0.56901 3.41574
As 0.15138 0.48792 2.39445
C -1.12418 1.12283 3.72274
C -0.52132 1.89814 4.88821
C 1.14672 2.06092 1.81106
C 2.33644 2.46283 2.67688
H 1.51432 -2.36048 4.61968
H 0.31600 -2.43196 3.33063
H -0.00042 -1.48168 4.78137
H 2.20830 -0.87036 2.71405
H 1.88870 0.09121 4.15205
H -1.66016 0.23485 4.06240
H -1.84824 1.72600 3.17176
H 0.23262 1.31490 5.41896
H -1.29636 2.15939 5.60927
H -0.05917 2.82715 4.55475
H 0.41459 2.86774 1.73447
H 1.46831 1.83784 0.79428
H 2.05415 2.65692 3.71092
H 2.78741 3.37378 2.28066
H 3.10760 1.69182 2.67927

***

(8)
65
Properties=species:S:1:pos:R:3 method="wB97M-V/def2-TZVPD" multiplicity=3 total_energy_ev=-43648.7856 s_squared=2.032
C -2.03249 -1.72944 0.38536
C -1.27215 -1.96367 -0.80936
C 0.09326 -2.22516 -0.44176
H -1.67894 -1.97648 -1.84316
C 0.20220 -2.10818 0.99387
C -1.13541 -1.86521 1.50143
H 1.11791 -2.31134 1.60734
C -1.95174 1.73722 -0.00946
C -1.93586 1.02102 -1.29587
C -0.67512 1.18791 -1.94020
H -2.73762 0.34450 -1.64460
C 0.12101 2.03754 -1.09983
C -0.63591 2.37897 0.06874
H 0.87802 -2.60263 -1.11747
H -1.32888 -1.58233 2.56137
H -3.12325 -1.58505 0.33604
H -0.30431 3.06562 0.86984
H -0.33749 0.74672 -2.90650
H -2.78945 2.12650 0.55124
Au -0.19849 0.04460 0.19705
C 1.48882 2.63776 -1.42454
C 1.37417 4.18575 -1.47424
C 2.01122 2.11069 -2.78130
H 0.52745 4.47510 -2.10096
H 2.29321 4.60067 -1.90025
H 1.23163 4.58726 -0.46546
H 1.43123 2.57037 -3.59138
H 1.91647 1.01887 -2.84138
H 3.06338 2.39632 -2.88648
C 2.46820 2.27267 -0.27668
C 2.81774 0.78158 -0.25648
H 2.04212 2.56128 0.69544
H 3.40402 2.82545 -0.41831
O 1.97370 -0.18085 -0.27299
N 4.07638 0.37903 -0.14118
C 4.45777 -0.93962 0.34054
H 4.78240 0.98267 -0.60699
C 4.16982 -2.08240 -0.64562
C 3.76905 -3.34095 -0.19381
H 3.62736 -3.51463 0.87479
C 3.54121 -4.36759 -1.12804
H 3.22100 -5.35109 -0.77036
C 3.73322 -4.13579 -2.49339
H 3.56311 -4.93863 -3.22308
C 4.15984 -2.86406 -2.93709
H 4.31770 -2.66891 -3.99737
C 4.38801 -1.84462 -2.01186
H 4.73132 -0.85006 -2.34154
H 3.96407 -1.16163 1.30826
H 5.53700 -0.87386 0.50878
C -6.00303 -0.68141 1.76220
Si -4.78453 0.37871 2.65510
C -5.31285 2.14287 2.62237
C -4.53504 -0.21477 4.37919
C -3.09521 0.21873 1.93771
C -2.04109 0.32865 1.29783
H -6.98562 -0.62878 2.27323
H -5.69246 -1.74544 1.74406
H -6.15153 -0.35686 0.71266
H -6.27941 2.24926 3.15000
H -4.57509 2.79634 3.12792
H -5.44600 2.51766 1.58884
H -4.18989 -1.26577 4.39880
H -3.77925 0.39889 4.90498
H -5.48691 -0.14997 4.93401